The ion C4H11N5 with charge +2 at a distorted geometry. Source: OMol25; level of theory: ωB97M-V with the def2-TZVPD basis set.

The value obtained for the HOMO-LUMO gap is 9.023 eV. Its relative energy (zero: lowest compared OMol25 entry of this formula, charge and spin) is 285.0 kJ/mol. The value obtained for the total energy is -11756.462 eV. The net charge is +2. Its HOMO energy is -17.946 eV. The spin multiplicity is 1.

Each line ends with the Löwdin charge.
Geometry (Å):
1 H 1.8115 1.0825 2.2677  0.11
2 H 2.2778 -1.8398 -0.3394  0.17
3 N -2.3221 1.3506 -1.0460  0.22
4 H -0.4618 1.5723 1.6314  0.19
5 C -0.1372 0.3514 -0.3452  -0.17
6 N -2.3794 -0.3304 0.5224  0.07
7 H 2.1374 -0.3097 0.0731  0.08
8 C 0.4231 -1.0478 -0.5217  -0.08
9 H 0.1636 -1.7277 0.2650  0.14
10 N 1.6068 0.7022 1.3438  0.12
11 C 0.3938 0.9949 1.0076  -0.11
12 N -2.8803 -0.7695 1.4673  0.30
13 H -3.4647 -1.6692 1.3616  0.19
14 H -0.1019 -1.3747 -1.4163  0.15
15 H 0.3035 1.1197 -1.0384  0.18
16 H -3.3372 1.2752 -1.1306  0.15
17 H 2.3766 -0.8520 -1.5449  0.15
18 C -1.7125 0.4786 -0.1918  -0.24
19 H -1.9700 2.1328 -1.5796  0.15
20 N 1.9378 -0.9645 -0.6907  0.24